Record 1
DFT (ωB97M-V/def2-TZVPD) results for a 2-piece molecular cluster, C4H11FO2Si overall in a non-equilibrium geometry.

## Properties
LUMO level ... -0.111 eV
Electronic energy ... -19016.475 eV
E_HOMO ... -8.804 eV
Kohn-Sham gap ... 8.693 eV
ΔE to the lowest compared entry with this formula, charge and spin ... 91.1 kcal/mol

Positions of all 19 atoms, in Å:
C 0.675882 1.403533 -0.150219
C 1.063242 -0.804383 -1.345895
C -1.216886 0.176624 -1.203906
C 0.122351 0.023257 -0.517442
O -0.681493 1.210204 2.995417
O 0.822509 -1.566504 2.084054
F -1.553187 -1.770641 0.993883
Si -0.219164 -0.844821 1.143941
H 1.632535 1.394377 0.291295
H 0.785985 1.932488 -1.166732
H 0.042950 1.961951 0.424283
H 0.651252 -1.804700 -1.687593
H 2.030699 -0.934974 -0.791344
H 1.189253 -0.400088 -2.347333
H -1.534220 -0.906242 -1.616521
H -1.911581 0.549782 -0.460998
H -0.947728 0.687582 -2.173020
H -1.530194 1.620157 2.621379
H 0.577794 -1.927603 2.906750

Cartesian forces, eV/Å:
C 0.9 -0.5 -4.2
C 0.7 -1.7 -0.3
C 0.5 -3.0 -2.0
C 0.0 -0.3 1.6
O -1.4 -1.3 -2.8
O 1.3 0.3 -1.4
F 1.0 0.8 0.3
Si -2.4 1.5 0.8
H 1.2 -0.2 0.6
H 0.0 -0.5 1.4
H -1.8 1.3 1.6
H 0.3 0.7 1.2
H -0.7 0.0 -1.0
H 0.5 0.9 0.1
H 0.2 2.3 1.3
H -0.7 0.6 -0.8
H -1.0 0.4 1.2
H 1.7 -0.9 0.8
H -0.4 -0.6 1.6

Record 2
DFT (ωB97M-V/def2-TZVPD) results for H7NaO4 as an isolated structure in a non-equilibrium geometry.

## Properties
LUMO level ... -0.934 eV
Electronic energy ... -12719.774 eV
E_HOMO ... -7.402 eV
Kohn-Sham gap ... 6.469 eV
ΔE to the lowest compared entry with this formula, charge and spin ... 0.5 kcal/mol

Positions of all 12 atoms, in Å:
Na -0.222463 0.743323 0.195014
O -0.129103 0.798252 -2.179426
H 0.477017 1.210773 -2.825166
O 2.532637 -0.032338 -1.417756
H 2.697567 0.392813 -0.576166
H 1.652547 0.253512 -1.662636
O 0.524087 -1.068848 2.003794
H 0.392477 -0.836457 2.922974
H 1.459807 -1.258738 1.935864
O -2.851593 -0.004857 0.265914
H -3.726483 -0.369387 0.132034
H -2.806493 0.171953 1.205554

Cartesian forces, eV/Å:
Na -0.2 -0.4 -1.4
O 1.0 0.3 0.9
H -0.7 -0.2 0.4
O 1.2 -0.5 0.6
H 0.3 0.2 0.1
H -1.6 0.3 -0.7
O -0.3 0.5 -0.3
H -0.1 0.0 0.3
H 0.3 -0.2 -0.2
O 0.6 0.2 0.1
H -0.2 -0.1 -0.2
H -0.3 0.0 0.3

Record 3
DFT (ωB97M-V/def2-TZVPD) results for C2H8N2O2 as an isolated structure in a non-equilibrium geometry.

## Properties
LUMO level ... 0.742 eV
Electronic energy ... -9279.659 eV
E_HOMO ... -9.429 eV
Kohn-Sham gap ... 10.171 eV
ΔE to the lowest compared entry with this formula, charge and spin ... 5.8 kcal/mol

Positions of all 14 atoms, in Å:
C 0.232180 -1.805851 -2.047842
N 0.879948 -0.641997 -1.419914
H 0.641076 -2.720473 -1.633556
H -0.836997 -1.763136 -1.821350
H 0.315210 -1.822244 -3.131888
H 1.849694 -0.538120 -1.700534
H 0.731486 -0.671465 -0.135346
H 0.386092 0.227683 -1.576078
N -0.922933 1.003047 2.104787
C -0.311092 0.732978 0.911319
O -0.672684 1.313768 -0.120043
O 0.634779 -0.156649 0.981354
H -1.835703 1.435758 2.109213
H -0.574075 0.504336 2.902979

Cartesian forces, eV/Å:
C -0.5 0.3 -0.1
N 0.0 -1.1 -0.1
H 0.1 -0.1 0.0
H 0.2 0.0 0.1
H 0.2 0.0 -0.1
H -0.1 0.0 0.1
H 0.6 1.4 0.5
H -0.3 0.4 0.0
N 0.1 0.0 0.2
C -0.5 0.3 -0.3
O 0.0 -0.3 -0.1
O 0.0 -0.9 -0.2
H 0.4 0.0 0.0
H -0.3 0.0 0.1

What did the third record say?
DFT (ωB97M-V/def2-TZVPD) results for C2H8N2O2 as an isolated structure in a non-equilibrium geometry.

## Properties
LUMO level ... 0.742 eV
Electronic energy ... -9279.659 eV
E_HOMO ... -9.429 eV
Kohn-Sham gap ... 10.171 eV
ΔE to the lowest compared entry with this formula, charge and spin ... 5.8 kcal/mol

Positions of all 14 atoms, in Å:
C 0.232180 -1.805851 -2.047842
N 0.879948 -0.641997 -1.419914
H 0.641076 -2.720473 -1.633556
H -0.836997 -1.763136 -1.821350
H 0.315210 -1.822244 -3.131888
H 1.849694 -0.538120 -1.700534
H 0.731486 -0.671465 -0.135346
H 0.386092 0.227683 -1.576078
N -0.922933 1.003047 2.104787
C -0.311092 0.732978 0.911319
O -0.672684 1.313768 -0.120043
O 0.634779 -0.156649 0.981354
H -1.835703 1.435758 2.109213
H -0.574075 0.504336 2.902979

Cartesian forces, eV/Å:
C -0.5 0.3 -0.1
N 0.0 -1.1 -0.1
H 0.1 -0.1 0.0
H 0.2 0.0 0.1
H 0.2 0.0 -0.1
H -0.1 0.0 0.1
H 0.6 1.4 0.5
H -0.3 0.4 0.0
N 0.1 0.0 0.2
C -0.5 0.3 -0.3
O 0.0 -0.3 -0.1
O 0.0 -0.9 -0.2
H 0.4 0.0 0.0
H -0.3 0.0 0.1

The highest electronic energy belongs to which entry? C2H8N2O2